(1)
DFT (wB97M-V/def2-TZVPD) results for C3H7IN as an isolated structure in a non-equilibrium geometry.

F_max ... 3.85 eV/A
Kohn-Sham gap ... 0.3463 hartree
Net charge ... +1
Molecular weight ... 184.00 g mol⁻¹
HOMO level ... -14.023 eV

Geometry (Å):
C  -1.078744  1.599935  -0.110255
C  -0.060035  1.002850  0.485314
C  0.681112  0.037893  -0.278706
N  0.031722  -1.665537  0.071460
I  2.786285  -0.067317  0.022505
H  -1.608237  2.416423  0.434173
H  -1.197800  1.469080  -1.118685
H  0.369891  1.115552  1.415940
H  0.665457  0.215471  -1.403813
H  0.480511  -2.499931  -0.342797
H  -0.127992  -1.830744  1.062815
H  -0.942166  -1.793677  -0.237956

Forces on the atoms, in the same order (eV/Å):
0.3 2.2 3.2
-0.4 -1.1 -1.2
1.4 -1.7 -2.4
-0.9 0.5 -0.8
-0.4 -0.1 0.3
0.2 -0.9 -0.7
-0.9 -0.4 -2.3
-0.1 0.8 2.3
-0.8 -1.1 1.5
0.6 0.8 0.3
0.9 0.2 0.4
0.1 0.7 -0.5



(2)
DFT (wB97M-V/def2-TZVPD) results for an isolated ion of composition C4H9N2O and charge +1 in a non-equilibrium geometry.

F_max ... 4.76 eV/A
Kohn-Sham gap ... 0.4064 hartree
SMILES ... C[NH2+][C@@H]1CN=CO1
Net charge ... +1
Molecular weight ... 101.13 g mol⁻¹
HOMO level ... -14.549 eV

Geometry (Å):
C  1.607665  -1.104041  0.793915
N  1.087359  0.221026  0.293334
C  -0.424746  0.330755  0.559146
C  -1.262620  -0.543296  -0.676157
N  -1.551432  0.544583  -1.610990
C  -1.437088  1.625726  -1.001402
O  -0.882743  1.608914  0.202776
H  0.828218  -1.403227  1.485325
H  1.629811  -1.867289  0.032219
H  2.548209  -0.997268  1.296235
H  1.230471  0.173338  -0.696326
H  1.627689  1.114781  0.584630
H  -0.558779  0.010547  1.609507
H  -0.668410  -1.316901  -1.188226
H  -2.143649  -0.962878  -0.395661
H  -1.629953  2.565230  -1.288327

Forces on the atoms, in the same order (eV/Å):
-1.0 0.3 0.9
0.7 1.2 0.1
-1.6 -1.3 -2.5
4.1 2.3 -0.4
-0.7 -0.9 -0.2
0.8 -3.1 -0.4
1.8 -0.1 3.8
0.4 -0.4 0.5
0.2 0.2 -0.5
0.4 0.1 0.1
-0.1 0.4 -1.1
-1.1 -1.9 0.0
-0.3 0.7 -0.6
0.1 0.3 0.5
-2.5 -1.2 1.4
-1.0 3.3 -1.5



(3)
DFT (wB97M-V/def2-TZVPD) results for a 2-piece molecular cluster, C2H7N3O2 overall in a non-equilibrium geometry.

F_max ... 1.06 eV/A
Kohn-Sham gap ... 0.3986 hartree
SMILES ... NC(N)=O.NC=O
Net charge ... 0
Molecular weight ... 105.10 g mol⁻¹
HOMO level ... -10.300 eV

Geometry (Å):
N  0.330398  1.579613  -1.185727
C  -0.720625  0.749226  -1.472836
N  -1.408066  0.252390  -0.360765
O  -1.075648  0.479072  -2.597967
H  0.917880  1.766514  -1.982722
H  0.846151  1.469922  -0.326170
H  -1.194084  0.666089  0.529444
H  -2.377631  0.056246  -0.536947
N  0.693072  -1.568458  0.758226
C  0.800835  -0.872703  1.920781
O  1.696129  -0.985930  2.722963
H  1.508735  -2.075329  0.456581
H  -0.071704  -1.450450  0.106050
H  0.054558  -0.066203  1.969090

Forces on the atoms, in the same order (eV/Å):
0.5 0.0 0.0
-0.7 -0.2 0.2
0.5 0.1 -0.3
0.1 0.1 -0.1
0.0 0.0 0.0
-0.2 0.0 0.1
-0.3 0.2 0.0
-0.1 -0.1 0.0
0.3 -0.2 0.0
0.4 0.4 -0.9
-0.1 -0.1 0.1
-0.1 -0.3 0.1
0.1 0.3 0.3
-0.4 -0.1 0.5



(4)
DFT (wB97M-V/def2-TZVPD) results for CH3CsFO2 as an isolated structure in a non-equilibrium geometry.

F_max ... 2.39 eV/A
Kohn-Sham gap ... 0.1453 hartree
Net charge ... -1
Molecular weight ... 198.94 g mol⁻¹
HOMO level ... -2.197 eV

Geometry (Å):
O  0.192092  -0.742364  0.508832
C  1.337456  0.050053  0.571128
Cs  -2.242025  -1.446785  -2.116315
H  1.607993  0.161811  1.633861
H  2.199726  -0.402451  0.046092
H  1.157763  1.050333  0.134764
O  -1.101956  0.171394  0.475838
F  -3.151049  1.158010  -1.254200

Forces on the atoms, in the same order (eV/Å):
-1.0 0.3 -0.7
-0.7 0.3 0.3
0.1 1.7 1.4
0.3 0.4 0.0
-0.3 -0.2 0.0
0.0 -0.3 0.1
1.9 -1.5 -0.2
-0.3 -0.8 -1.0



(5)
DFT (wB97M-V/def2-TZVPD) results for a 2-piece molecular cluster, C5H11N overall.

F_max ... 0.34 eV/A
Kohn-Sham gap ... 0.2887 hartree
Net charge ... 0
Molecular weight ... 85.15 g mol⁻¹
HOMO level ... -6.889 eV

Geometry (Å):
C  -1.560972  -1.635427  0.763509
C  1.554671  -1.033185  0.242919
N  0.931882  0.104771  0.123565
C  0.715731  1.324748  0.897086
C  0.133383  0.999022  -0.411177
C  -0.132810  1.550476  -1.760423
H  -1.051112  -1.736228  1.725093
H  -2.640517  -1.589005  0.916478
H  -1.308607  -2.492519  0.133572
H  1.989402  -1.280558  1.201639
H  1.511589  -1.746060  -0.569947
H  0.125559  1.210606  1.812184
H  1.609777  1.949744  1.009197
H  -1.237172  -0.712699  0.275002
H  -1.081919  2.096207  -1.768739
H  -0.212520  0.745853  -2.497800
H  0.653636  2.244253  -2.092157

Forces on the atoms, in the same order (eV/Å):
-0.1 0.0 0.0
0.1 0.0 -0.1
-0.2 0.2 -0.1
0.1 0.1 0.3
0.2 -0.1 0.0
0.0 0.0 -0.1
-0.1 0.0 -0.1
0.1 -0.1 0.0
-0.1 0.1 0.1
0.0 0.1 -0.2
0.1 0.1 0.0
0.0 0.1 -0.2
0.0 -0.1 0.0
-0.2 -0.2 0.1
0.2 -0.1 0.0
0.0 0.1 0.1
0.0 -0.1 0.0



(6)
DFT (wB97M-V/def2-TZVPD) results for C62H99F6HfN6O20S2 as an isolated structure in a non-equilibrium geometry.

F_max ... 9.49 eV/A
Kohn-Sham gap ... 0.1586 hartree
Net charge ... +1
Molecular weight ... 1605.11 g mol⁻¹
HOMO level ... -9.337 eV

Geometry (Å):
Hf  -2.899926  2.458867  2.451122
C  0.785124  2.870058  -0.874570
C  -0.085178  1.586535  -1.049901
C  0.582022  0.627083  -2.127559
C  1.887237  -0.060344  -1.678643
C  1.597754  -0.823204  -0.474523
C  1.055750  0.065093  0.690963
N  -0.159760  0.840542  0.205823
O  -1.091044  1.373081  1.188157
C  2.198060  0.981567  1.128292
C  0.602400  -0.945394  1.799510
C  -1.494366  1.911819  -1.619684
H  1.850876  2.729824  -0.693973
H  0.485422  3.387627  0.036694
H  0.594078  3.495634  -1.746499
H  0.707769  1.142163  -3.079922
H  -0.136918  -0.168871  -2.321670
H  2.635859  0.714069  -1.511513
H  2.324357  -0.690504  -2.453182
H  2.401670  -1.484280  -0.150795
H  0.842690  -1.562080  -0.742931
H  1.785765  1.918846  1.501956
H  2.927663  1.204558  0.349788
H  2.822364  0.488311  1.873291
H  -0.186029  -1.622619  1.471124
H  0.176653  -0.459554  2.677458
H  1.456892  -1.542566  2.117844
H  -1.879730  2.693998  -0.965614
H  -2.107648  1.010721  -1.620173
H  -1.431341  2.234372  -2.658956
C  -5.595887  -1.345967  -0.061045
C  -4.426904  -0.738239  -0.730625
C  -4.506063  -1.231303  -2.193125
C  -5.596600  -0.614449  -3.049513
C  -5.452113  0.880603  -2.985858
C  -5.370987  1.539786  -1.555749
N  -4.453122  0.750404  -0.687414
O  -4.088857  1.436506  0.532417
C  -6.811941  1.648687  -1.004472
C  -4.810529  2.974531  -1.807611
C  -3.123966  -1.353795  -0.198600
H  -6.476646  -0.904667  -0.527543
H  -5.786850  -1.002404  0.955616
H  -5.686338  -2.431366  -0.103718
H  -4.745355  -2.293913  -2.234367
H  -3.532524  -1.080183  -2.659477
H  -6.603242  -0.890556  -2.735596
H  -5.466808  -0.926016  -4.085936
H  -6.305736  1.277104  -3.535614
H  -4.552501  1.153426  -3.537552
H  -7.593011  1.047314  -1.469649
H  -7.132628  2.678032  -1.164776
H  -6.857292  1.214566  -0.005688
H  -3.741491  2.930884  -2.015851
H  -5.009952  3.613259  -0.947176
H  -5.298525  3.444594  -2.661428
H  -2.923033  -1.130815  0.849250
H  -2.313344  -0.913732  -0.779411
H  -3.004233  -2.435660  -0.256302
C  0.191803  4.266972  5.546251
F  -0.068424  5.499940  5.062941
F  1.435147  4.098561  5.908719
F  -0.565357  3.949298  6.549428
S  -0.071561  2.969536  4.085043
O  -0.617173  3.731153  2.928573
O  1.161422  2.143892  3.889167
N  -1.651921  2.169008  4.304735
S  -1.281184  1.032846  5.456236
O  -1.268701  -0.318438  4.954535
O  -0.213853  1.327688  6.387209
C  -2.835424  1.215824  6.651441
F  -2.869349  0.279355  7.577645
F  -2.865352  2.471331  7.047470
F  -3.874342  1.068689  5.850509
C  -0.345478  3.461815  -4.792628
C  -0.666861  2.195870  -5.334008
C  -1.934957  1.949036  -5.792217
C  -2.945367  2.891163  -5.597168
C  -2.650834  4.159363  -5.032828
C  -1.375305  4.412549  -4.591663
N  -4.345629  2.547977  -5.860274
O  -4.531656  1.579764  -6.566781
O  -5.259800  3.233282  -5.406304
H  0.670207  3.681656  -4.498610
H  0.094796  1.440589  -5.459822
H  -2.149350  0.988232  -6.236417
H  -3.521859  4.750486  -4.791411
H  -1.134326  5.370238  -4.154431
C  2.767670  -5.477248  -0.242454
C  3.223404  -4.213825  0.156656
C  3.638960  -4.114964  1.528575
C  3.606352  -5.269035  2.318675
C  3.218903  -6.521886  1.863277
C  2.817684  -6.585690  0.556846
N  4.080486  -5.276123  3.741291
O  3.838678  -6.283781  4.447543
O  4.683087  -4.255838  4.189840
H  2.449199  -5.673734  -1.255554
H  3.112360  -3.374114  -0.513389
H  4.092825  -3.227149  1.943546
H  3.143031  -7.409037  2.474518
H  2.454755  -7.473130  0.059732
C  6.399682  3.223765  -0.920807
C  5.808950  2.425783  -1.931325
C  5.389233  1.126292  -1.605129
C  5.704369  0.562975  -0.350803
C  6.260483  1.419320  0.660107
C  6.628330  2.725980  0.362200
N  5.386294  -0.835151  0.031399
O  5.478344  -1.202486  1.187948
O  5.052139  -1.501057  -0.935936
H  6.654722  4.229007  -1.222202
H  5.720168  2.856568  -2.917698
H  4.893334  0.535209  -2.360847
H  6.444640  1.080508  1.668914
H  7.159864  3.305020  1.102855
C  -3.098034  -2.163306  3.223880
C  -3.957952  -0.947533  3.391002
O  -3.527624  0.196222  3.157330
C  -5.404548  -1.180235  3.704564
H  -3.624445  -2.929786  2.655106
H  -2.910383  -2.592687  4.208016
H  -2.161480  -1.970329  2.700682
H  -5.835175  -0.458776  4.398940
H  -5.511904  -2.152749  4.184971
H  -6.036651  -1.103247  2.819901
C  -2.381331  5.533505  -1.254339
C  -1.745149  5.071383  0.090645
O  -2.200259  4.239153  0.900779
C  -0.412277  5.777253  0.351820
H  -2.518310  6.612512  -1.183139
H  -3.380618  5.140888  -1.442399
H  -1.785213  5.423586  -2.160247
H  -0.691083  6.825202  0.241508
H  0.317442  5.602347  -0.438759
H  -0.027793  5.472716  1.325223
C  3.732140  4.566822  0.645592
C  3.317271  4.212185  2.100763
O  2.328377  4.647226  2.638838
C  4.207426  3.200877  2.837368
H  3.722657  3.619114  0.107209
H  4.746909  4.964739  0.641509
H  2.981612  5.263639  0.272422
H  5.229803  3.544977  2.993709
H  4.339028  2.300106  2.237880
H  3.697154  2.916187  3.757508
C  2.423959  -0.587778  5.361725
C  3.312588  -1.723965  5.901831
O  2.812995  -2.732951  6.440812
C  4.834192  -1.531655  5.773777
H  1.387725  -0.739961  5.663655
H  2.450869  -0.571106  4.272186
H  2.806088  0.394550  5.639387
H  5.095627  -1.533056  4.715591
H  5.366444  -2.408425  6.142675
H  5.314672  -0.665853  6.229450
C  3.483144  -0.317508  -7.703093
C  2.576602  0.525019  -6.786142
O  1.485108  0.882368  -7.273981
C  3.169896  0.949042  -5.458841
H  4.525526  -0.012802  -7.609920
H  3.071480  -0.320099  -8.712366
H  3.383623  -1.312946  -7.270297
H  2.602003  1.777580  -5.035613
H  4.213838  1.243129  -5.567376
H  2.952407  0.203449  -4.694059
C  1.625278  -3.386495  -3.126551
C  1.676190  -2.699562  -4.441056
O  2.703372  -2.151638  -4.842832
C  0.427189  -2.618179  -5.290377
H  1.636845  -2.654084  -2.319366
H  2.391457  -4.161239  -3.097410
H  0.618428  -3.797927  -3.055340
H  0.640687  -2.944925  -6.308095
H  0.078833  -1.586404  -5.243643
H  -0.325726  -3.284738  -4.869742
C  0.509296  -4.206446  3.997737
C  -0.629347  -5.054629  4.431830
O  -1.521830  -4.599541  5.113546
C  -0.711620  -6.421379  3.743964
H  0.622728  -4.340016  2.921911
H  1.443308  -4.395469  4.526866
H  0.369444  -3.152590  4.238392
H  -0.608153  -7.171479  4.528016
H  0.113092  -6.687123  3.082662
H  -1.709700  -6.584968  3.337553
C  -2.230065  -4.845349  -1.852705
C  -0.966788  -4.922774  -1.015291
O  -0.181935  -5.886992  -1.122431
C  -0.677480  -3.758192  -0.035759
H  -3.034366  -5.360132  -1.327149
H  -2.070000  -5.272900  -2.842487
H  -2.598177  -3.834001  -2.025233
H  -0.802080  -2.779227  -0.498581
H  0.355670  -3.771232  0.311421
H  -1.422169  -3.855229  0.754250

Forces on the atoms, in the same order (eV/Å):
4.2 -5.4 -6.6
-0.8 -0.2 0.1
1.1 -0.6 -1.0
0.1 -0.2 0.6
0.1 1.6 -1.4
-1.1 -0.8 1.3
-0.8 -0.6 0.1
-1.7 -0.7 0.8
0.1 0.8 0.7
0.2 0.0 0.6
0.0 1.0 0.0
1.2 -0.1 0.9
-0.1 -0.4 -0.6
-0.4 0.1 0.0
0.3 0.3 0.0
0.0 0.4 0.1
-0.3 -0.1 0.0
0.1 0.1 0.1
-0.2 0.0 -0.2
0.4 0.6 0.4
-0.5 0.1 0.1
0.2 -0.1 0.3
-0.3 0.1 -0.3
-0.2 0.0 0.5
0.1 0.1 -0.5
0.2 0.3 0.0
0.1 0.0 0.0
-0.6 -0.3 -0.3
-0.1 0.2 0.4
0.2 0.3 0.1
-2.4 0.6 1.0
0.6 -0.8 -0.1
-0.4 0.0 -0.6
0.5 0.6 0.5
0.2 0.4 0.1
-0.3 -0.4 -1.1
1.3 1.2 0.6
0.1 0.4 0.9
-0.1 -0.4 0.1
-0.1 -0.6 0.5
0.6 1.1 0.4
-0.3 -0.5 -0.4
0.7 -0.1 0.2
0.3 0.0 -0.1
0.6 -0.3 0.6
0.1 0.1 -0.2
0.0 -0.3 0.1
-0.1 -0.1 0.0
0.1 0.6 0.2
0.2 0.1 0.0
0.4 -0.2 -0.8
-0.2 0.0 0.8
0.1 1.1 0.5
-0.1 0.0 0.1
0.2 0.0 0.2
-0.2 -0.2 -0.1
-0.1 0.4 -0.1
0.3 0.0 0.2
-0.8 0.0 -0.4
0.4 -0.3 -0.8
0.3 -1.6 0.6
0.3 0.6 -0.3
-1.0 0.6 0.2
0.6 -0.6 -3.2
0.6 -0.1 1.0
-4.1 2.3 1.1
2.7 0.0 1.4
-1.7 -3.3 3.3
-0.5 1.1 -0.4
-0.2 1.2 -1.4
1.6 -0.4 -2.4
0.3 1.0 0.0
0.2 0.0 1.3
-1.4 -0.4 -0.6
-1.3 -0.5 -0.1
0.9 1.5 0.3
-1.2 -0.3 0.1
1.1 1.2 0.9
-1.3 -2.0 0.2
1.3 -0.4 -0.7
-0.8 0.2 -0.7
0.0 -0.2 0.1
1.1 -0.2 0.0
0.1 0.0 0.1
0.1 0.1 -0.1
-0.2 0.0 0.0
0.2 0.5 -0.2
0.0 0.1 0.0
0.8 1.2 -1.0
-0.5 -1.2 2.1
0.1 -0.5 -1.0
0.5 -0.4 0.6
-0.5 0.1 -0.2
-0.5 -0.5 -0.5
0.7 0.9 2.4
0.5 2.3 -1.8
-1.6 -2.5 -1.5
-0.2 0.4 -0.1
0.5 0.1 0.1
-0.2 0.2 0.0
0.4 0.2 0.3
0.1 -0.4 0.5
-0.3 -0.7 -1.0
0.3 0.0 2.0
0.7 -0.5 -0.1
0.4 2.6 1.7
-0.2 -0.8 -1.0
-0.2 -0.4 -0.9
-0.1 0.8 -1.3
-0.1 0.2 -0.7
-0.2 -0.6 0.8
0.3 0.1 0.3
-0.3 -0.2 -0.1
0.1 -0.2 0.0
0.0 -0.5 -0.1
-0.2 0.2 0.1
0.1 0.2 -0.1
0.1 0.7 -1.2
0.0 0.7 0.2
-0.1 0.0 1.0
-0.4 0.0 0.1
0.2 -0.1 0.2
0.0 0.3 0.4
0.4 0.3 0.0
-0.1 -0.1 -0.3
0.3 -0.2 -0.1
-0.9 -0.1 1.1
0.9 -0.4 -0.7
-0.9 0.7 -0.6
-1.3 -0.5 0.2
0.1 0.2 0.3
0.2 -0.3 0.2
0.4 -0.5 0.5
0.3 0.3 0.5
-0.2 -0.3 0.0
0.1 0.4 -0.1
-0.8 -0.3 1.6
1.1 -0.5 -0.3
-0.2 0.3 -0.3
-0.5 0.0 -0.3
0.1 0.1 -0.3
-0.1 0.1 -0.1
0.3 0.0 -0.2
-0.1 0.4 0.2
-0.2 0.0 -0.2
0.3 0.2 0.1
0.3 -0.7 0.0
-0.7 -1.2 1.4
1.3 2.5 -1.6
0.0 -1.1 -0.3
0.2 0.1 0.1
0.1 -0.2 -0.2
-0.1 0.0 0.3
-0.2 0.3 -0.3
-0.3 -0.1 0.3
-0.6 0.3 0.1
-0.8 0.1 1.2
-0.8 0.6 -2.9
1.9 -0.6 2.1
-1.4 0.5 0.3
0.0 0.0 -0.3
0.3 0.1 0.1
0.3 -0.3 -0.1
0.0 0.5 -0.4
0.0 -0.4 0.2
0.8 -0.6 -0.2
-1.2 -0.2 0.0
1.5 1.4 -1.3
-1.0 -0.7 0.6
0.0 -0.6 0.6
0.7 -0.1 0.0
0.0 0.2 0.4
0.2 -0.6 0.2
0.0 0.4 0.0
-0.1 0.0 -0.3
-0.2 0.2 -0.2
0.7 0.9 0.2
-0.5 0.2 -1.0
-0.1 -0.6 0.1
0.1 -0.4 1.3
0.4 0.0 0.0
0.2 -0.7 -0.1
-0.5 0.1 -0.1
-0.2 -0.1 0.3
-0.2 0.6 -0.4
0.2 0.1 -0.3
0.1 0.3 -0.1
2.1 -1.2 -0.2
-2.0 2.3 0.3
0.0 -0.8 -0.9
0.0 -0.3 -0.1
0.0 -0.4 0.2
0.2 0.2 0.3
-0.4 -0.1 -0.2
-0.2 -0.5 0.3
0.2 0.2 0.4